9
Properties=species:S:1:pos:R:3:forces:R:3 method="wB97M-V/def2-TZVPD" e_homo_ev="-4.808 / -8.849" max_force_ev_per_a=7.1 lumo_energy_ev="0.300 / -1.710" multiplicity=3 de_lowest_kcal_mol=20.37 total_energy_ev=-26862.3319 mol_weight_da=112.2
O 0.27725 0.29542 0.27103 -0.421 -0.162 0.217
S -0.08538 -1.24874 -2.72141 3.863 5.842 -1.156
H -1.22986 0.74872 1.56011 -0.946 -0.536 -0.147
S -0.27805 -3.23712 -2.36985 -0.781 -5.610 0.616
H 0.97034 -1.22999 -3.78276 -1.978 -0.125 1.997
O 0.56173 1.15460 2.26736 0.369 -0.085 2.035
C -0.18331 0.64863 1.31860 0.335 0.193 -1.994
H 0.77786 -0.66485 -1.70999 -1.109 -0.077 -1.487
H 0.00230 1.08475 3.06620 0.669 0.561 -0.081

=====

9
Properties=species:S:1:pos:R:3:forces:R:3 method="wB97M-V/def2-TZVPD" e_homo_ev="-5.349 / -9.003" max_force_ev_per_a=5.4 lumo_energy_ev="0.546 / -1.741" multiplicity=3 de_lowest_kcal_mol=0.00 total_energy_ev=-26863.2154 mol_weight_da=112.2
H 1.28633 0.17390 1.41395 -1.727 0.893 -1.056
O 1.50622 1.04190 -0.47916 0.557 0.779 -0.943
H -2.69118 -1.91154 0.07448 -0.401 -0.245 0.287
S -1.95661 -1.41951 -0.91713 -0.149 -0.243 -0.563
H -0.54590 1.62674 -0.27098 -0.179 1.492 -1.959
O -0.47116 1.06205 0.45610 -2.085 -0.455 2.701
C 0.69426 0.49952 0.46205 5.061 -0.334 1.926
S -0.16174 -1.64410 -0.15741 -0.863 -1.747 -0.533
H 2.33977 0.57104 -0.58189 -0.214 -0.141 0.139